(1)
{
  "formula": "C45H40IrN5OP",
  "method": "wB97M-V/def2-TZVPD",
  "charge": 2,
  "fmax_ev_per_a": 0.7,
  "e_homo_ev": [-12.2, -13.7],
  "e_lumo_ev": [-5.064, -7.690],
  "gap_ha": [0.26065, 0.22206],
  "relative_energy_kj_mol": 13.9,
  "molar_mass_g_mol": 890.04,
  "total_energy_ev": -68924.498,
  "spin_multiplicity": 6,
  "symbols": ["Ir", "C", "C", "C", "C", "C", "C", "N", "C", "C", "C", "C", "C", "C", "N", "N", "C", "C", "C", "C", "C", "N", "H", "H", "H", "H", "H", "H", "H", "H", "H", "H", "H", "H", "H", "C", "C", "C", "C", "C", "C", "C", "O", "C", "C", "C", "H", "H", "H", "H", "H", "H", "H", "H", "H", "H", "H", "H", "N", "P", "C", "C", "C", "C", "C", "C", "C", "C", "C", "C", "C", "C", "C", "C", "C", "C", "C", "C", "H", "H", "H", "H", "H", "H", "H", "H", "H", "H", "H", "H", "H", "H", "H"],
  "xyz": [[-0.06, -1.79, -0.26], [0.79, 0.43, 4.97], [1.67, -0.31, 4.21], [1.21, -1.05, 3.12], [-0.14, -1.08, 2.83], [-1.04, -0.34, 3.60], [-0.57, 0.43, 4.65], [-0.59, -1.92, 1.75], [-1.62, -2.79, 1.97], [-2.08, -3.18, 3.26], [-3.15, -4.03, 3.38], [-3.80, -4.50, 2.23], [-3.34, -4.17, 0.95], [-2.24, -3.37, 0.83], [-1.59, -3.06, -0.38], [-2.14, -3.32, -1.58], [-1.37, -2.84, -2.58], [-1.70, -3.12, -3.91], [-0.93, -2.60, -4.93], [0.18, -1.81, -4.62], [0.48, -1.56, -3.31], [-0.27, -2.05, -2.30], [1.14, 1.01, 5.82], [2.73, -0.34, 4.46], [1.89, -1.66, 2.54], [-2.09, -0.36, 3.35], [-1.27, 1.02, 5.23], [-1.56, -2.82, 4.14], [-3.48, -4.34, 4.36], [-4.65, -5.16, 2.34], [-3.82, -4.56, 0.06], [-2.57, -3.74, -4.10], [-1.18, -2.81, -5.96], [0.82, -1.41, -5.40], [1.33, -0.96, -3.02], [-6.15, 4.66, -0.57], [-5.14, 3.56, -0.78], [-4.31, 3.55, -1.90], [-3.38, 2.56, -2.12], [-2.59, 2.59, -3.41], [-3.21, 1.55, -1.13], [-2.05, 0.71, -1.24], [-1.71, -0.19, -0.45], [-4.12, 1.48, -0.03], [-4.11, 0.35, 0.97], [-5.05, 2.49, 0.11], [-5.87, 5.57, -1.10], [-6.27, 4.88, 0.49], [-7.12, 4.34, -0.95], [-4.42, 4.35, -2.64], [-3.18, 3.09, -4.18], [-2.35, 1.60, -3.79], [-1.66, 3.16, -3.31], [-1.40, 0.90, -2.11], [-4.19, -0.62, 0.48], [-4.94, 0.46, 1.67], [-3.17, 0.33, 1.53], [-5.74, 2.45, 0.95], [1.77, -1.37, -0.20], [2.85, -0.14, -0.10], [2.10, 1.41, 0.38], [2.27, 1.96, 1.64], [1.57, 3.11, 1.99], [0.71, 3.71, 1.08], [0.55, 3.16, -0.20], [1.23, 2.00, -0.54], [3.58, 0.06, -1.72], [3.96, -1.10, -2.41], [4.67, -0.99, -3.59], [5.01, 0.27, -4.08], [4.63, 1.42, -3.40], [3.91, 1.32, -2.21], [4.18, -0.57, 1.01], [5.09, 0.43, 1.39], [6.15, 0.10, 2.22], [6.31, -1.21, 2.66], [5.43, -2.20, 2.26], [4.36, -1.89, 1.43], [2.94, 1.51, 2.36], [1.70, 3.55, 2.98], [0.18, 4.62, 1.34], [-0.10, 3.65, -0.92], [1.10, 1.57, -1.53], [3.70, -2.08, -2.01], [4.97, -1.88, -4.13], [5.57, 0.35, -5.01], [4.89, 2.39, -3.79], [3.62, 2.22, -1.68], [4.97, 1.45, 1.03], [6.85, 0.87, 2.53], [7.15, -1.46, 3.31], [5.56, -3.23, 2.59], [3.67, -2.66, 1.11]]
}

(2)
{
  "formula": "C45H41F9N2OSb2Ti",
  "method": "wB97M-V/def2-TZVPD",
  "charge": 2,
  "fmax_ev_per_a": 2.6,
  "e_homo_ev": -13.9,
  "e_lumo_ev": -6.748,
  "gap_ha": 0.26216,
  "relative_energy_kj_mol": 54.9,
  "molar_mass_g_mol": 1088.20,
  "total_energy_ev": -112990.128,
  "symbols": ["Ti", "C", "C", "N", "C", "C", "C", "C", "N", "C", "C", "F", "C", "F", "C", "C", "F", "C", "F", "H", "H", "H", "H", "H", "H", "H", "H", "H", "H", "H", "H", "H", "H", "H", "C", "C", "C", "Sb", "C", "C", "C", "C", "C", "C", "C", "C", "C", "C", "C", "C", "Sb", "C", "C", "C", "C", "C", "C", "C", "C", "C", "C", "C", "C", "H", "H", "H", "H", "H", "H", "H", "H", "H", "H", "H", "H", "H", "H", "H", "H", "H", "H", "H", "H", "H", "H", "H", "H", "H", "H", "F", "C", "C", "F", "C", "F", "C", "O", "C", "F", "C", "F"],
  "xyz": [[0.58, -0.93, 0.16], [0.87, -4.09, -2.96], [0.79, -2.77, -2.18], [0.37, -2.86, -0.75], [-0.93, -3.55, -0.60], [-2.10, -2.97, -1.38], [1.38, -3.62, 0.04], [2.65, -2.77, 0.29], [2.39, -1.40, -0.09], [3.42, -0.64, -0.56], [3.06, 0.46, -1.34], [1.68, 0.57, -1.48], [3.94, 1.34, -1.93], [3.48, 2.36, -2.65], [5.30, 1.12, -1.78], [5.71, 0.03, -1.02], [7.00, -0.20, -0.88], [4.81, -0.83, -0.40], [5.27, -1.83, 0.37], [1.04, -3.85, -4.00], [-0.05, -4.66, -2.90], [1.69, -4.71, -2.62], [0.08, -2.10, -2.69], [1.78, -2.30, -2.22], [-1.18, -3.55, 0.47], [-0.80, -4.60, -0.90], [-2.42, -1.99, -1.02], [-2.94, -3.65, -1.26], [-1.89, -2.90, -2.45], [1.63, -4.55, -0.47], [0.93, -3.88, 1.00], [3.48, -3.17, -0.31], [2.94, -2.84, 1.35], [6.02, 1.77, -2.25], [-0.38, 2.47, -2.15], [0.39, 3.27, -1.11], [-0.28, 3.29, 0.26], [0.23, 1.53, 1.42], [-0.69, 2.05, 3.30], [0.06, 2.63, 4.31], [-0.55, 3.00, 5.50], [-1.91, 2.79, 5.67], [-2.66, 2.23, 4.65], [-2.06, 1.86, 3.47], [2.31, 1.86, 1.82], [3.02, 0.73, 2.20], [4.37, 0.83, 2.49], [5.01, 2.06, 2.41], [4.29, 3.19, 2.02], [2.94, 3.09, 1.72], [-1.21, 0.51, -1.58], [-3.20, 1.31, -1.26], [-3.75, 2.05, -2.30], [-4.97, 2.68, -2.13], [-5.65, 2.58, -0.93], [-5.10, 1.84, 0.11], [-3.88, 1.21, -0.05], [-1.39, -0.14, -3.62], [-0.26, -0.18, -4.42], [-0.36, -0.55, -5.75], [-1.59, -0.89, -6.29], [-2.72, -0.86, -5.48], [-2.62, -0.51, -4.15], [0.24, 2.31, -3.03], [-1.26, 3.04, -2.44], [0.45, 4.29, -1.48], [1.43, 2.92, -1.01], [0.04, 4.15, 0.85], [-1.37, 3.33, 0.16], [1.12, 2.80, 4.18], [0.03, 3.46, 6.28], [-2.38, 3.07, 6.61], [-3.73, 2.09, 4.78], [-2.66, 1.44, 2.66], [2.51, -0.23, 2.30], [4.92, -0.04, 2.81], [6.05, 2.15, 2.66], [4.78, 4.15, 1.96], [2.39, 3.97, 1.43], [-3.22, 2.12, -3.24], [-5.38, 3.26, -2.95], [-6.59, 3.07, -0.81], [-5.62, 1.76, 1.05], [-3.48, 0.63, 0.77], [0.71, 0.10, -4.02], [0.52, -0.58, -6.37], [-1.67, -1.16, -7.33], [-3.69, -1.12, -5.89], [-3.50, -0.50, -3.51], [-3.48, -2.81, 5.37], [-2.53, -2.53, 4.50], [-2.84, -1.85, 3.32], [-4.08, -1.45, 3.04], [-1.81, -1.60, 2.43], [-1.98, -0.98, 1.20], [-0.48, -1.94, 2.66], [0.42, -1.62, 1.75], [-0.19, -2.61, 3.86], [1.08, -2.94, 4.10], [-1.21, -2.91, 4.76], [-0.92, -3.56, 5.87]]
}

(3)
{
  "formula": "C45H42BrN3O6Sb2Ti",
  "method": "wB97M-V/def2-TZVPD",
  "charge": 2,
  "fmax_ev_per_a": 0.5,
  "e_homo_ev": -13.5,
  "e_lumo_ev": -6.773,
  "gap_ha": 0.24865,
  "relative_energy_kj_mol": 89.2,
  "molar_mass_g_mol": 1092.14,
  "total_energy_ev": -170321.584,
  "symbols": ["Ti", "C", "C", "C", "Sb", "C", "C", "C", "C", "C", "C", "C", "C", "C", "C", "C", "C", "Sb", "C", "C", "C", "C", "C", "C", "C", "C", "C", "C", "C", "C", "H", "H", "H", "H", "H", "H", "H", "H", "H", "H", "H", "H", "H", "H", "H", "H", "H", "H", "H", "H", "H", "H", "H", "H", "H", "H", "N", "C", "N", "C", "C", "O", "C", "C", "H", "H", "H", "H", "H", "H", "H", "H", "O", "C", "C", "C", "C", "C", "C", "C", "O", "O", "H", "H", "H", "H", "H", "Br", "C", "C", "N", "C", "C", "C", "C", "O", "O", "H", "H", "H"],
  "xyz": [[0.89, -0.05, -0.86], [-2.13, 1.11, 1.47], [-2.77, 2.21, 0.60], [-3.66, 1.66, -0.50], [-2.87, 0.76, -2.31], [-0.71, 1.22, -2.35], [0.07, 0.35, -3.15], [1.25, 0.78, -3.76], [1.68, 2.09, -3.59], [0.96, 2.95, -2.78], [-0.21, 2.51, -2.15], [-3.24, 2.41, -3.59], [-3.39, 2.16, -4.95], [-3.58, 3.20, -5.84], [-3.64, 4.51, -5.38], [-3.50, 4.77, -4.03], [-3.30, 3.73, -3.13], [0.00, 1.19, 1.44], [0.33, 3.22, 1.82], [-0.18, 3.73, 3.01], [-0.05, 5.08, 3.29], [0.59, 5.91, 2.38], [1.11, 5.40, 1.20], [0.98, 4.05, 0.92], [0.52, 0.11, 3.15], [1.69, 0.39, 3.85], [2.01, -0.36, 4.97], [1.17, -1.38, 5.39], [0.00, -1.66, 4.70], [-0.33, -0.91, 3.57], [-2.44, 0.12, 1.15], [-2.41, 1.22, 2.52], [-2.01, 2.89, 0.19], [-3.37, 2.85, 1.25], [-4.31, 2.45, -0.89], [-4.32, 0.90, -0.08], [-0.32, -0.64, -3.40], [1.81, 0.10, -4.39], [2.57, 2.43, -4.09], [1.29, 3.97, -2.64], [-0.77, 3.22, -1.56], [-3.36, 1.14, -5.32], [-3.70, 2.99, -6.90], [-3.80, 5.32, -6.08], [-3.55, 5.79, -3.66], [-3.21, 3.96, -2.08], [-0.68, 3.09, 3.73], [-0.44, 5.49, 4.21], [0.70, 6.97, 2.60], [1.62, 6.05, 0.50], [1.42, 3.63, 0.02], [2.36, 1.18, 3.51], [2.92, -0.14, 5.52], [1.42, -1.96, 6.27], [-0.67, -2.44, 5.04], [-1.26, -1.11, 3.05], [-0.89, -1.31, -0.75], [-1.54, -2.25, -0.53], [-2.26, -3.29, -0.30], [-2.09, -4.09, 0.93], [-3.31, -3.87, 1.81], [-4.49, -4.18, 1.10], [-4.68, -3.34, -0.02], [-3.54, -3.50, -1.02], [-1.16, -3.80, 1.42], [-2.02, -5.14, 0.63], [-3.34, -2.83, 2.15], [-3.28, -4.53, 2.68], [-4.75, -2.29, 0.30], [-5.62, -3.63, -0.48], [-3.61, -2.79, -1.84], [-3.52, -4.51, -1.43], [3.28, -1.05, -2.10], [4.38, -0.92, -1.27], [5.46, -1.77, -1.45], [6.57, -1.69, -0.62], [6.61, -0.75, 0.40], [5.53, 0.09, 0.59], [4.41, 0.03, -0.24], [3.32, 0.96, 0.10], [3.22, 1.60, 1.11], [2.31, 1.04, -0.84], [3.50, -1.67, -2.79], [5.43, -2.51, -2.24], [7.40, -2.36, -0.79], [7.47, -0.69, 1.05], [5.53, 0.82, 1.39], [1.64, -7.15, 2.88], [1.50, -5.82, 1.57], [0.98, -6.13, 0.31], [0.86, -5.24, -0.66], [1.23, -3.99, -0.41], [1.75, -3.58, 0.81], [1.90, -4.52, 1.83], [2.14, -2.18, 1.08], [2.85, -1.81, 1.96], [1.59, -1.29, 0.19], [0.67, -7.14, 0.09], [1.13, -3.28, -1.23], [2.31, -4.23, 2.78]]
}